Entry from the OMol25 dataset: a structure of composition C22H25N3O3Zn at a distorted geometry (wB97M-V/def2-TZVPD).

Cartesian coordinates (Å):
C (-0.889, -2.366, -6.937)
C (-1.626, -1.285, -7.169)
H (-1.263, -3.135, -6.257)
H (0.195, -2.428, -6.880)
C (-2.116, -0.019, -6.787)
C (-2.008, 0.654, -5.624)
H (-2.287, 0.382, -4.583)
H (-1.667, 1.716, -5.693)
C (-1.972, -1.877, -8.447)
H (-1.646, -2.915, -8.616)
H (-1.515, -1.302, -9.241)
H (-3.056, -1.897, -8.492)
C (-2.650, 0.754, -7.998)
H (-3.576, 0.231, -8.249)
H (-1.935, 0.623, -8.821)
H (-2.866, 1.812, -7.776)
Zn (0.367, 0.549, 0.130)
O (0.298, -0.207, -1.567)
C (1.287, -0.117, -2.374)
O (1.703, 1.900, -0.509)
C (2.103, 2.008, -1.695)
O (2.793, 3.057, -2.088)
N (1.894, 1.081, -2.697)
C (3.139, 2.873, -3.505)
C (2.335, 1.681, -4.005)
H (4.216, 2.660, -3.580)
H (2.905, 3.830, -3.995)
H (2.888, 0.903, -4.541)
H (1.481, 2.064, -4.600)
C (1.659, -1.390, -2.843)
C (0.888, -2.531, -2.354)
H (1.805, -1.486, -3.895)
H (0.081, -1.835, -2.915)
H (0.668, -3.348, -3.150)
C (-3.479, 1.604, 1.902)
C (-3.444, 0.870, 3.093)
C (-2.383, -0.011, 3.312)
C (-1.340, -0.088, 2.371)
N (-1.329, 0.711, 1.257)
C (-2.417, 1.475, 0.997)
C (-0.213, -1.029, 2.492)
C (-0.081, -1.939, 3.557)
C (0.987, -2.836, 3.564)
C (1.861, -2.857, 2.472)
C (1.671, -1.935, 1.436)
N (0.709, -0.985, 1.486)
H (-4.304, 2.279, 1.673)
H (-4.228, 0.974, 3.844)
H (-2.332, -0.636, 4.202)
H (-2.420, 2.000, 0.038)
H (-0.814, -1.913, 4.361)
H (1.126, -3.509, 4.409)
H (2.688, -3.564, 2.420)
H (2.307, -1.938, 0.545)

Cartesian forces, eV/Å:
C 1.0 -1.4 3.2
C -1.9 5.4 2.9
H -0.8 -0.8 -1.0
H 0.4 0.2 -1.4
C 1.1 -1.9 -3.1
C 0.6 2.2 3.2
H 0.7 -0.5 -1.0
H -0.9 -0.8 -0.1
C -0.2 -1.4 -2.1
H 0.2 -0.6 -0.3
H 0.3 -0.1 -0.3
H -0.3 -0.4 -0.1
C 0.3 -0.3 0.4
H -0.2 0.4 -0.3
H -0.4 0.6 0.0
H 0.1 -0.6 -0.2
Zn -0.1 -0.2 0.6
O -0.8 1.7 0.9
C -0.1 -3.4 -0.5
O 0.6 0.4 -0.9
C -0.7 -0.9 0.7
O -0.2 -0.6 -0.7
N 0.5 2.9 0.4
C 0.9 0.4 0.1
C -1.0 -0.7 0.7
H -0.3 0.3 0.3
H 0.1 -0.5 0.1
H 0.1 0.5 -0.1
H 0.2 -0.7 0.3
C 0.6 0.1 -0.6
C -3.0 1.5 -4.9
H 2.2 0.0 -0.8
H -1.1 -1.6 2.8
H 1.8 0.3 1.8
C 0.4 -0.2 -0.1
C 0.3 0.0 -0.3
C 0.5 0.0 -0.5
C -0.7 1.1 -0.2
N -1.1 -0.2 0.6
C 0.2 -0.1 0.6
C 1.4 -0.7 0.1
C -0.1 0.5 -0.6
C 0.1 0.2 -0.3
C -0.3 0.2 -0.1
C -0.2 0.3 0.4
N -0.2 -0.8 0.6
H 0.3 -0.3 0.1
H 0.2 0.0 -0.3
H -0.2 0.3 -0.3
H 0.1 -0.1 0.5
H 0.3 -0.2 -0.2
H 0.0 0.1 -0.3
H -0.3 0.2 0.0
H -0.2 0.1 0.4

Results
LUMO (alpha / beta): -7.54 / -7.53 eV
Spin multiplicity: 1
Net charge: +2
E_tot: -82226.6851 eV
Highest occupied orbital energy (alpha / beta): -11.713 / -11.709 eV
Largest force on an atom: 6.45 eV/Å
Kohn-Sham gap (alpha / beta): 0.15351 / 0.15349 Eh


Entry from the OMol25 dataset: an isolated molecule of C22H25N3O4 (wB97M-V/def2-TZVPD).

Cartesian coordinates (Å):
C (-5.925, -2.542, -0.452)
H (-5.335, -3.001, -1.248)
O (-6.068, -1.152, -0.639)
C (-4.998, -0.310, -0.560)
C (-5.340, 1.040, -0.559)
C (-4.386, 2.034, -0.490)
C (-3.044, 1.699, -0.429)
C (-2.689, 0.358, -0.438)
C (-3.636, -0.656, -0.499)
O (-3.295, -1.988, -0.514)
C (-1.951, -2.338, -0.305)
H (-1.312, -2.004, -1.130)
H (-1.575, -1.930, 0.638)
H (-1.938, -3.426, -0.261)
H (-1.640, 0.111, -0.403)
C (-1.984, 2.767, -0.374)
N (-0.837, 2.381, 0.415)
C (0.414, 2.418, -0.064)
O (0.710, 2.801, -1.178)
C (1.456, 1.960, 0.983)
N (1.312, 0.548, 1.287)
C (0.435, 0.055, 2.179)
O (-0.433, 0.737, 2.698)
C (0.635, -1.413, 2.487)
H (1.487, -1.520, 3.155)
H (0.834, -1.982, 1.582)
H (-0.247, -1.804, 2.988)
H (1.994, -0.062, 0.858)
H (1.240, 2.520, 1.903)
C (2.893, 2.251, 0.522)
C (3.370, 1.278, -0.507)
C (3.251, 1.387, -1.862)
N (3.777, 0.283, -2.472)
C (4.255, -0.570, -1.521)
C (4.873, -1.809, -1.642)
C (5.253, -2.450, -0.484)
C (5.033, -1.875, 0.771)
C (4.423, -0.648, 0.900)
C (4.016, 0.024, -0.256)
H (4.268, -0.209, 1.876)
H (5.354, -2.408, 1.654)
H (5.736, -3.414, -0.542)
H (5.049, -2.250, -2.612)
H (3.815, 0.132, -3.465)
H (2.804, 2.181, -2.426)
H (3.556, 2.218, 1.389)
H (2.909, 3.258, 0.104)
H (-1.000, 2.007, 1.347)
H (-2.416, 3.688, 0.034)
H (-1.608, 2.984, -1.381)
H (-4.689, 3.070, -0.485)
H (-6.390, 1.281, -0.607)
H (-6.941, -2.936, -0.478)
H (-5.471, -2.774, 0.514)

Cartesian forces, eV/Å:
C -0.1 -0.5 0.0
H -0.1 0.0 0.1
O 0.1 0.3 -0.1
C 0.0 0.2 0.0
C 0.1 -0.3 0.0
C 0.2 -0.1 0.0
C -0.1 0.0 0.1
C 0.0 0.0 0.0
C -0.1 -0.1 0.0
O -0.4 0.3 -0.1
C 0.2 -0.1 0.0
H 0.0 0.0 0.1
H 0.0 0.0 0.0
H 0.1 0.1 0.0
H 0.1 -0.1 0.0
C 0.1 0.2 -0.3
N -0.5 0.0 0.1
C 0.2 -0.1 0.6
O 0.2 0.2 -0.4
C 0.0 0.3 0.0
N 0.3 0.1 -0.3
C 0.1 -0.5 -0.1
O -0.2 0.1 0.3
C -0.2 0.1 0.1
H 0.1 0.0 0.0
H 0.1 -0.1 -0.1
H 0.0 0.0 0.0
H -0.2 -0.1 0.1
H 0.0 -0.1 -0.1
C -0.3 0.0 -0.1
C 0.0 0.2 -0.2
C -0.1 0.2 0.3
N 0.0 0.0 -0.4
C 0.1 -0.2 0.5
C 0.0 0.0 -0.1
C 0.0 -0.1 -0.1
C 0.0 -0.1 0.2
C 0.0 0.0 0.0
C 0.2 -0.1 -0.4
H 0.0 0.0 0.1
H 0.0 0.0 0.1
H 0.0 -0.1 0.0
H 0.0 -0.1 -0.1
H 0.0 0.0 0.1
H -0.1 0.1 -0.1
H 0.0 0.1 0.0
H 0.0 0.0 0.1
H 0.2 0.0 0.0
H 0.0 -0.1 -0.1
H -0.1 0.1 0.2
H 0.0 0.1 0.0
H -0.1 0.0 0.0
H 0.1 0.0 0.0
H 0.0 0.0 -0.1

Results
LUMO: 0.58 eV
Spin multiplicity: 1
E_tot: -35881.0001 eV
Highest occupied orbital energy: -7.855 eV
SMILES: COc1ccc(CNC(=O)[C@H](Cc2c[nH]c3ccccc23)NC(C)=O)cc1OC
Largest force on an atom: 0.62 eV/Å
Kohn-Sham gap: 0.30983 Eh


Entry from the OMol25 dataset: an isolated molecule of C22H25N3O5S at a distorted geometry (wB97M-V/def2-TZVPD).

Cartesian coordinates (Å):
C (2.111, -3.118, -4.938)
C (1.456, -2.808, -3.609)
C (0.533, -1.752, -3.292)
C (0.069, -1.617, -2.159)
C (0.350, -2.486, -1.315)
C (1.313, -3.673, -1.384)
C (1.980, -3.909, -2.611)
C (2.557, -5.036, -2.883)
H (3.564, -4.738, -3.202)
H (2.275, -5.620, -3.626)
H (2.686, -5.698, -1.756)
H (1.313, -4.439, -0.543)
N (-0.198, -2.226, -0.047)
C (-0.109, -3.000, 1.399)
O (0.504, -3.995, 1.348)
C (-0.701, -2.492, 2.556)
C (0.111, -1.178, 3.022)
C (-0.236, 0.060, 2.441)
N (-1.892, 0.443, 2.465)
S (-2.185, 0.930, 1.019)
O (-3.741, 1.077, 0.873)
O (-1.593, 0.080, -0.033)
C (-1.503, 2.548, 1.079)
C (-1.763, 3.403, 2.055)
C (-1.583, 4.707, 1.961)
C (-0.333, 5.153, 1.084)
C (0.213, 4.198, -0.053)
C (-0.618, 2.894, 0.158)
H (-0.082, 2.087, -0.671)
N (1.220, 4.528, -0.753)
C (1.559, 5.729, -0.796)
O (2.521, 5.997, -1.663)
C (0.908, 6.801, 0.023)
H (0.235, 7.259, -0.809)
O (0.324, 6.283, 1.084)
H (1.526, 7.543, 0.488)
H (1.397, 3.805, -1.456)
H (-1.371, 5.444, 2.890)
H (-2.662, 3.172, 2.660)
C (-2.614, -0.837, 3.040)
C (-2.131, -1.949, 2.323)
H (-2.798, -2.966, 2.844)
H (-2.449, -2.047, 1.164)
H (-2.407, -0.744, 3.892)
H (-3.730, -0.501, 2.651)
H (0.161, 1.067, 2.976)
H (0.149, 0.205, 1.381)
H (1.148, -1.293, 2.945)
H (-0.381, -1.158, 4.190)
H (-0.775, -3.376, 3.312)
H (-0.875, -1.455, 0.155)
H (-0.655, -0.830, -1.940)
H (0.253, -1.026, -4.151)
H (3.259, -3.068, -4.954)
H (1.868, -4.005, -5.363)
H (1.821, -2.376, -5.472)

Cartesian forces, eV/Å:
C 3.1 0.0 4.2
C 2.2 -2.9 1.3
C 6.0 -1.7 -13.1
C -6.0 6.5 2.7
C 3.8 -8.1 9.7
C -1.4 1.1 -0.8
C -10.3 11.5 2.8
C 7.6 -5.8 4.4
H 0.7 -0.6 0.1
H -2.0 -2.7 -3.3
H -0.2 1.6 -3.6
H 0.1 1.4 -1.2
N -2.0 -0.5 6.6
C 1.2 0.8 -8.3
O 1.6 -2.9 1.1
C -1.6 2.8 2.7
C -3.5 -3.4 5.2
C -1.3 6.9 -1.7
N 3.8 -2.8 2.4
S -6.9 -0.2 -3.5
O 5.3 -0.3 0.8
O -0.6 2.1 0.9
C 1.0 -2.3 -1.7
C -5.6 -0.2 2.9
C 8.3 6.7 0.5
C -1.3 -5.4 -4.1
C -11.6 -2.3 10.9
C 8.0 0.9 -7.3
H -2.3 1.7 2.4
N 0.0 -6.1 -2.2
C 8.7 6.7 -5.6
O -3.7 0.0 3.4
C 0.3 0.7 -4.1
H 0.4 -0.2 1.6
O -2.9 0.4 5.2
H 1.0 0.5 -1.0
H 1.2 1.0 -0.3
H -2.0 -1.7 -1.8
H 1.0 -0.4 0.4
C -5.5 4.5 -14.3
C -2.6 -8.0 -1.9
H 1.3 2.9 -1.7
H 0.7 0.7 2.9
H 2.2 0.8 12.7
H 2.4 -1.4 1.7
H -0.5 -2.7 -0.8
H -0.7 -0.5 1.2
H 1.6 -0.4 0.5
H 2.4 0.1 -2.7
H 0.9 2.0 -1.1
H 1.3 -0.9 -1.6
H 0.3 -0.2 0.1
H 0.6 -1.4 1.3
H -1.4 -0.1 0.5
H -1.0 -2.8 -1.2
H -1.7 4.6 -4.5

Results
LUMO: -0.14 eV
Spin multiplicity: 1
E_tot: -48744.6621 eV
Highest occupied orbital energy: -6.924 eV
SMILES: Cc1ccc(NC(=O)C2CCN(S(=O)(=O)c3ccc4c(c3)NC(=O)CO4)CC2)cc1C
Largest force on an atom: 16.10 eV/Å
Kohn-Sham gap: 0.24930 Eh


Entry from the OMol25 dataset: an isolated molecule of C22H25N3O6 at a distorted geometry (wB97M-V/def2-TZVPD).

Cartesian coordinates (Å):
C (2.892, 4.589, -2.674)
H (3.217, 5.492, -3.149)
O (3.024, 4.498, -1.396)
C (2.643, 3.593, -0.651)
C (2.844, 3.827, 0.592)
C (2.530, 2.761, 1.646)
C (1.915, 1.675, 1.259)
C (1.714, 1.425, -0.393)
C (2.146, 2.446, -1.215)
H (1.841, 2.375, -2.200)
H (1.321, 0.409, -0.666)
C (1.551, 0.403, 1.962)
N (1.811, -0.738, 1.655)
C (3.019, -1.207, 1.113)
O (3.805, -0.236, 0.595)
C (3.274, -2.497, 0.689)
N (3.009, -2.353, -0.848)
C (1.933, -2.074, -1.361)
O (0.851, -2.191, -0.853)
C (2.014, -1.929, -2.808)
H (2.556, -0.943, -3.205)
H (1.100, -1.868, -3.154)
H (2.555, -2.807, -3.367)
H (4.008, -2.361, -1.234)
H (2.591, -3.431, 0.704)
H (4.174, -2.936, 0.793)
C (1.113, -1.784, 2.481)
H (0.563, -1.662, 3.212)
H (1.949, -2.526, 3.137)
H (0.524, -2.534, 1.891)
H (1.729, 0.640, 3.025)
C (-0.101, 0.561, 1.857)
O (-0.761, 1.177, 2.784)
N (-0.695, -0.079, 0.955)
C (-2.010, -0.246, 0.618)
C (-2.282, -1.406, -0.371)
C (-3.625, -1.394, -1.017)
C (-4.667, -0.648, 0.020)
C (-4.312, 0.194, 0.818)
C (-2.900, 0.313, 1.347)
H (-2.939, 1.107, 2.190)
H (-5.021, 0.766, 1.510)
O (-5.884, -0.660, -0.623)
C (-6.101, -1.213, -1.890)
C (-5.097, -2.640, -2.030)
H (-5.500, -3.131, -2.958)
O (-3.984, -2.205, -1.824)
H (-5.695, -3.207, -1.138)
H (-7.131, -1.704, -2.126)
H (-5.644, -0.688, -2.648)
H (-1.534, -1.829, -0.941)
H (-0.048, -0.826, 0.368)
H (2.552, 2.619, 2.545)
H (3.299, 4.613, 1.231)
H (3.335, 3.788, -3.109)
H (1.859, 4.450, -2.806)

Cartesian forces, eV/Å:
C -2.1 0.5 -3.1
H 0.3 0.7 0.4
O 4.4 7.4 1.1
C -0.9 -2.5 0.0
C 0.5 -2.0 10.6
C -1.1 2.2 -11.4
C -0.4 -4.4 -8.5
C 1.0 1.1 3.9
C -2.5 -4.3 2.4
H 0.1 0.0 -2.1
H 0.3 1.5 -0.2
C -6.1 14.7 4.8
N 4.4 -15.9 -2.5
C 1.2 10.6 -1.1
O -2.7 -5.0 3.0
C -5.1 -5.4 -4.6
N 11.3 -1.8 5.2
C -3.2 -0.3 -4.5
O -3.0 0.6 2.3
C 6.0 1.2 -2.9
H -0.9 -2.0 1.2
H -4.7 0.2 -1.9
H -0.9 1.5 1.3
H -2.8 0.7 -0.4
H 0.3 1.9 1.9
H 3.4 -0.5 0.5
C 7.5 -6.1 -5.8
H -5.5 3.5 6.9
H -1.8 2.1 -2.2
H 0.8 0.8 -0.1
H -0.2 -0.1 0.4
C -0.1 3.7 7.6
O 2.7 -1.2 -2.6
N 3.1 -5.8 -6.3
C 2.1 -4.3 -2.1
C -4.9 4.1 -0.8
C 4.9 6.3 13.1
C -0.9 -7.6 -12.9
C 3.3 6.5 10.2
C -7.4 3.9 1.7
H 1.3 -1.8 -1.8
H 0.6 -0.8 -1.6
O -3.0 0.3 0.9
C 0.4 -5.4 0.8
C -14.9 -1.0 1.1
H 1.8 0.4 0.5
O 7.9 -3.8 -5.5
H 2.1 0.5 -1.5
H 1.4 1.9 0.9
H 0.3 2.0 -1.8
H 2.0 -0.9 -0.7
H -1.7 2.5 1.6
H 1.7 0.9 10.7
H -0.2 0.4 -2.0
H 1.7 -2.5 -2.1
H -1.9 0.2 -1.6

Results
LUMO: 0.21 eV
Spin multiplicity: 1
E_tot: -39955.5951 eV
Highest occupied orbital energy: -7.543 eV
SMILES: COc1ccc([C@@H](C(=O)Nc2ccc3c(c2)OCCO3)N(C)C(=O)CNC(C)=O)cc1
Largest force on an atom: 16.66 eV/Å
Kohn-Sham gap: 0.28488 Eh